# 1
{
  "formula": "C44H99CdN6O18",
  "method": "ωB97M-V/def2-TZVPD",
  "species": ["Cd", "C", "C", "C", "O", "C", "C", "C", "O", "O", "O", "H", "H", "C", "C", "O", "H", "H", "H", "H", "H", "O", "H", "H", "C", "O", "C", "C", "N", "C", "C", "O", "C", "H", "H", "H", "H", "H", "H", "H", "H", "H", "H", "H", "H", "H", "H", "H", "C", "O", "C", "C", "N", "C", "C", "O", "C", "H", "H", "H", "H", "H", "H", "H", "H", "H", "H", "H", "H", "H", "H", "H", "C", "O", "C", "C", "N", "C", "C", "O", "C", "H", "H", "H", "H", "H", "H", "H", "H", "H", "H", "H", "H", "H", "H", "H", "C", "O", "C", "C", "N", "C", "C", "O", "C", "H", "H", "H", "H", "H", "H", "H", "H", "H", "H", "H", "H", "H", "H", "H", "C", "O", "C", "C", "N", "C", "C", "O", "C", "H", "H", "H", "H", "H", "H", "H", "H", "H", "H", "H", "H", "H", "H", "H", "C", "O", "C", "C", "N", "C", "C", "O", "C", "H", "H", "H", "H", "H", "H", "H", "H", "H", "H", "H", "H", "H", "H", "H"],
  "coordinates": [[-10.8379, 17.1593, -7.7247], [-8.6869, 20.7534, -7.5211], [-9.3337, 19.4908, -7.3751], [-8.7649, 18.4387, -6.3424], [-9.3864, 17.3625, -6.2884], [-7.4589, 18.7522, -5.6768], [-6.8902, 19.9620, -5.8628], [-7.5192, 20.9999, -6.8374], [-6.9612, 22.1244, -7.1448], [-5.8348, 20.2314, -5.1314], [-10.3500, 19.1043, -7.9767], [-9.0911, 21.4392, -8.2509], [-6.9838, 18.0714, -4.9859], [-7.5163, 15.7598, -8.5948], [-8.4965, 15.7512, -9.6919], [-9.7291, 16.3153, -9.3420], [-6.4930, 15.5006, -8.8663], [-7.7945, 15.0698, -7.7981], [-7.5105, 16.7451, -8.1286], [-8.5130, 14.7767, -10.1800], [-8.0217, 16.3775, -10.4472], [-10.9389, 16.1190, -12.0513], [-10.3355, 16.1764, -11.3104], [-10.4309, 16.4332, -12.7994], [-4.8064, 13.9650, -11.0274], [-3.7394, 14.4280, -11.7972], [-3.1238, 15.6659, -11.3676], [-2.0413, 15.9169, -12.3963], [-2.4515, 16.6941, -13.6354], [-3.3326, 15.9744, -14.5301], [-4.0818, 16.9766, -15.4054], [-4.5257, 18.0848, -14.6019], [-5.1652, 19.0646, -15.4250], [-5.2977, 13.1492, -11.5576], [-5.5431, 14.7618, -10.9250], [-4.5296, 13.5894, -10.0423], [-2.6808, 15.5152, -10.3831], [-3.7840, 16.5322, -11.3262], [-1.5754, 15.0027, -12.7642], [-1.2637, 16.5276, -11.9375], [-2.8483, 17.5245, -13.2195], [-3.9369, 15.2796, -13.9469], [-2.7331, 15.3187, -15.1615], [-4.8604, 16.4084, -15.9145], [-3.3419, 17.3296, -16.1238], [-4.3930, 19.5797, -15.9965], [-5.6243, 19.7700, -14.7323], [-5.9311, 18.6750, -16.0955], [-12.8356, 12.4596, -14.6382], [-12.8901, 13.8449, -14.5297], [-13.2855, 14.5623, -15.6877], [-13.0987, 16.1197, -15.4415], [-11.7676, 16.3846, -14.9170], [-10.6293, 16.2449, -15.8595], [-9.3474, 17.0269, -15.3955], [-8.8652, 16.4815, -14.2457], [-7.6111, 17.0016, -13.7433], [-12.0778, 12.0688, -15.3172], [-13.7786, 12.0408, -14.9897], [-12.4943, 11.9634, -13.7297], [-14.3289, 14.3797, -15.9446], [-12.7254, 14.2878, -16.5816], [-13.8312, 16.4940, -14.7263], [-13.3668, 16.6524, -16.3539], [-11.6453, 15.7184, -14.1677], [-10.9061, 16.6546, -16.8309], [-10.4385, 15.2052, -16.1255], [-9.5758, 18.0876, -15.2916], [-8.5563, 16.8987, -16.1343], [-6.8552, 16.4326, -14.2845], [-7.3960, 16.7487, -12.7051], [-7.4926, 18.0548, -13.9977], [-6.6166, 19.4493, -9.9133], [-5.3976, 19.4918, -9.2222], [-4.8387, 18.2734, -8.7674], [-3.3773, 18.4935, -8.2229], [-2.4363, 18.7766, -9.2647], [-1.1064, 19.2577, -8.7957], [-0.0053, 19.0927, -9.8911], [-0.0130, 20.1531, -10.8614], [1.0905, 20.1264, -11.7849], [-7.4351, 18.9936, -9.3560], [-6.4453, 18.9433, -10.8634], [-6.9408, 20.4435, -10.2208], [-4.7492, 17.5090, -9.5392], [-5.5021, 17.7873, -8.0520], [-3.1408, 17.4566, -7.9844], [-3.3586, 19.1227, -7.3330], [-2.9558, 19.3366, -9.9254], [-0.7378, 18.6436, -7.9740], [-1.0378, 20.2806, -8.4254], [-0.1232, 18.1165, -10.3614], [0.9564, 19.1731, -9.3843], [1.0475, 20.9930, -12.4447], [0.8735, 19.2658, -12.4177], [2.0696, 19.9387, -11.3443], [-6.5464, 12.1663, -8.4239], [-5.1459, 12.0371, -8.3514], [-4.7503, 11.0254, -7.4615], [-3.3173, 10.6601, -7.6452], [-2.5409, 11.9307, -7.4462], [-1.0996, 11.6927, -7.5928], [-0.2094, 12.9234, -7.8357], [-0.7923, 13.8198, -8.8068], [-0.0139, 14.9012, -9.3244], [-7.1017, 11.2734, -8.7113], [-6.7017, 12.8169, -9.2846], [-6.9467, 12.6202, -7.5174], [-5.3391, 10.1090, -7.5025], [-4.8213, 11.4357, -6.4542], [-3.3204, 10.1520, -8.6095], [-3.0545, 9.9797, -6.8351], [-2.8130, 12.6543, -8.0962], [-0.8322, 11.1425, -8.4949], [-0.5514, 11.1577, -6.8174], [0.7732, 12.5994, -8.1789], [-0.2366, 13.4070, -6.8593], [0.8284, 14.4539, -9.8521], [0.4313, 15.4293, -8.4812], [-0.6013, 15.6212, -9.8943], [-15.6499, 13.3966, -11.6047], [-14.6642, 13.7026, -10.6586], [-13.2871, 13.7541, -11.1519], [-12.3673, 14.3746, -10.0745], [-12.6218, 13.5908, -8.9019], [-11.7018, 12.4286, -8.7059], [-11.6506, 11.8855, -7.2527], [-12.8661, 11.2812, -6.8449], [-13.6212, 12.1608, -5.9917], [-15.3669, 13.8188, -12.5689], [-16.6396, 13.7120, -11.2744], [-15.7597, 12.3180, -11.7174], [-13.2082, 14.3356, -12.0704], [-12.9980, 12.7330, -11.4007], [-12.6122, 15.4209, -9.8916], [-11.3799, 14.3503, -10.5355], [-13.4637, 13.1450, -9.2375], [-10.7260, 12.7996, -9.0194], [-11.9591, 11.6422, -9.4155], [-11.4420, 12.7172, -6.5797], [-10.9005, 11.1098, -7.0986], [-14.5945, 11.7134, -5.7901], [-13.7785, 13.1353, -6.4539], [-13.0562, 12.2527, -5.0640], [-9.3479, 13.6989, -13.8448], [-9.1612, 12.4275, -13.2844], [-9.2801, 12.2940, -11.8322], [-8.9230, 10.7979, -11.5874], [-9.2536, 10.3027, -10.2592], [-8.9526, 8.8699, -10.1125], [-9.2753, 8.3920, -8.7222], [-10.5677, 8.8663, -8.3649], [-11.1314, 8.1517, -7.3008], [-9.2234, 13.7573, -14.9261], [-8.5453, 14.2993, -13.4165], [-10.3385, 14.1237, -13.6828], [-10.2758, 12.5397, -11.4629], [-8.6459, 13.0548, -11.3773], [-7.8390, 10.7419, -11.6870], [-9.3943, 10.1147, -12.2940], [-10.2477, 10.4501, -10.1582], [-7.9103, 8.6958, -10.3797], [-9.5189, 8.2698, -10.8248], [-8.5017, 8.7558, -8.0459], [-9.2331, 7.3031, -8.6992], [-10.5829, 8.1912, -6.3598], [-11.3791, 7.1131, -7.5201], [-12.0982, 8.6014, -7.0743]],
  "mulliken_charge": [1.397, -0.690, 0.897, 0.987, -0.991, -0.687, 0.450, 0.442, -0.734, -0.790, -1.073, 0.402, 0.395, -0.247, 1.814, -0.305, 0.178, 0.228, -0.859, -0.912, -0.123, -0.651, -0.282, 0.329, 0.006, -0.527, 0.625, -1.242, -0.382, -0.145, -0.706, -0.167, -0.975, 0.312, 0.092, -0.057, 0.260, -0.129, 0.486, 0.035, 0.246, 0.109, 0.280, 0.347, 0.522, 0.337, 0.259, 0.331, -0.941, 0.278, -0.696, -1.098, 0.045, -0.399, -0.925, 0.312, -0.874, 0.341, 0.350, 0.143, 0.473, 0.402, 0.370, 0.453, -0.374, 0.557, 0.205, 0.367, 0.414, 0.291, -0.019, 0.483, -0.150, -0.450, 0.883, -1.195, 0.293, -0.919, -0.216, -0.361, -0.714, -0.203, 0.154, 0.325, -0.427, -0.012, 0.328, 0.387, 0.191, 0.437, 0.387, 0.051, 0.438, 0.262, 0.271, 0.297, -0.139, -0.076, -0.522, -0.722, -0.236, -0.662, -0.753, -0.136, -0.354, 0.073, -0.270, 0.259, 0.282, 0.356, 0.360, 0.356, 0.192, 0.380, 0.354, 0.387, 0.370, 0.336, 0.372, -0.319, -0.643, -0.498, -0.384, 0.524, -0.185, 0.146, -0.957, -0.381, -0.725, 0.153, 0.261, 0.286, 0.332, 0.108, 0.405, -0.834, 0.417, 0.058, 0.197, 0.419, 0.373, 0.263, 0.257, 0.305, -0.064, -0.625, 1.876, -1.235, 0.303, -0.933, -0.526, -0.219, -1.008, 0.154, 0.206, -0.035, -0.702, -0.630, 0.329, 0.367, 0.009, 0.405, 0.488, 0.221, 0.483, 0.382, 0.388, 0.273],
  "charge": -1,
  "orbital_gap_ev": 5.4,
  "e_lumo_ev": 0.9
}



# 2
{
  "formula": "C26H20CrF5N6PS",
  "method": "ωB97M-V/def2-TZVPD",
  "species": ["Cr", "N", "C", "C", "C", "C", "C", "C", "P", "C", "C", "C", "C", "C", "C", "C", "C", "C", "C", "C", "C", "H", "H", "H", "H", "H", "H", "H", "H", "H", "H", "H", "H", "H", "H", "H", "H", "F", "C", "C", "F", "C", "F", "C", "S", "C", "F", "C", "F", "N", "N", "H", "H", "H", "H", "N", "C", "N", "C", "N"],
  "coordinates": [[1.1837, 0.2869, -0.6738], [-0.3228, 1.2749, -1.7211], [-1.6992, 1.0919, -1.2467], [-2.6983, 1.9059, -1.7563], [-4.0092, 1.7012, -1.3597], [-4.3253, 0.6766, -0.4737], [-3.3219, -0.1295, 0.0325], [-1.9928, 0.0900, -0.3331], [-0.6391, -0.9124, 0.2941], [-0.5753, -0.8243, 2.0939], [0.4851, -1.4639, 2.7399], [0.6233, -1.3734, 4.1142], [-0.2888, -0.6289, 4.8521], [-1.3309, 0.0245, 4.2147], [-1.4759, -0.0688, 2.8374], [-0.9983, -2.6109, -0.2039], [-1.3038, -2.8561, -1.5453], [-1.5473, -4.1450, -1.9789], [-1.4871, -5.2040, -1.0792], [-1.2061, -4.9649, 0.2543], [-0.9608, -3.6703, 0.6959], [-0.2598, 0.9519, -2.6897], [-0.1216, 2.2757, -1.7175], [-2.4538, 2.6895, -2.4616], [-4.7912, 2.3335, -1.7553], [-5.3516, 0.5098, -0.1805], [-3.5664, -0.9353, 0.7130], [1.2022, -2.0484, 2.1718], [1.4401, -1.8782, 4.6104], [-0.1812, -0.5542, 5.9252], [-2.0312, 0.6180, 4.7856], [-2.2765, 0.4685, 2.3501], [-1.3490, -2.0426, -2.2617], [-1.7642, -4.3332, -3.0201], [-1.6491, -6.2144, -1.4252], [-1.1673, -5.7849, 0.9569], [-0.7475, -3.5004, 1.7426], [3.1759, 6.8654, -0.9906], [2.6736, 5.7184, -0.5413], [3.5036, 4.7710, 0.0392], [4.8085, 5.0083, 0.1426], [2.9623, 3.5811, 0.4946], [3.8271, 2.6880, 1.0357], [1.6096, 3.2834, 0.4053], [0.9304, 1.7979, 1.1207], [0.8146, 4.2540, -0.1886], [-0.5110, 4.0546, -0.3303], [1.3183, 5.4566, -0.6577], [0.5125, 6.3525, -1.2192], [3.2760, 0.7128, -0.9166], [3.0084, -0.2546, 0.1208], [3.6120, 0.2232, -1.7462], [3.9291, 1.4308, -0.6043], [3.1453, 0.1975, 1.0296], [3.5552, -1.1117, 0.0233], [1.4306, -1.0020, -2.1467], [1.4497, -2.0305, -2.7344], [1.5281, -3.0204, -3.4630], [1.2897, -4.3015, -3.2545], [1.1092, -5.4298, -3.1196]],
  "lowdin_spin": [2.987, -0.006, 0.004, 0.000, 0.000, 0.000, -0.001, 0.000, -0.029, -0.003, -0.002, 0.001, -0.002, 0.000, -0.003, -0.005, -0.004, 0.001, -0.005, 0.000, -0.005, 0.002, 0.003, 0.000, 0.000, 0.000, 0.000, 0.000, 0.000, 0.000, 0.000, 0.000, 0.000, 0.000, 0.000, 0.000, 0.000, -0.001, -0.004, 0.001, 0.001, -0.002, 0.001, 0.009, -0.003, -0.002, 0.000, 0.001, 0.001, -0.002, -0.017, 0.003, 0.002, 0.003, 0.001, 0.007, 0.027, 0.029, 0.003, 0.010],
  "multiplicity": 4,
  "charge": 1,
  "de_lowest_kj_mol": 3.42,
  "orbital_gap_ev": [8.0, 8.5],
  "e_lumo_ev": [-3.6, -3.2]
}



# 3
{
  "formula": "C29H45BI2N6O4P2",
  "method": "ωB97M-V/def2-TZVPD",
  "species": ["C", "C", "O", "P", "O", "C", "C", "P", "B", "N", "O", "C", "I", "C", "C", "I", "O", "C", "C", "H", "H", "H", "H", "H", "H", "H", "H", "H", "H", "H", "H", "H", "H", "H", "H", "H", "H", "H", "H", "C", "C", "C", "N", "C", "H", "H", "H", "H", "H", "C", "C", "C", "N", "C", "H", "H", "H", "H", "H", "C", "C", "C", "N", "C", "H", "H", "H", "H", "H", "C", "C", "C", "N", "C", "H", "H", "H", "H", "H", "C", "C", "C", "N", "C", "H", "H", "H", "H", "H"],
  "coordinates": [[4.2349, 3.5604, 4.8812], [5.5247, 3.8674, 4.1400], [5.3330, 4.6564, 2.9520], [4.9045, 4.0992, 1.5154], [5.6724, 4.7155, 0.4271], [3.1391, 4.4214, 1.3427], [2.1412, 3.4575, 2.0001], [0.5218, 3.5157, 1.0862], [1.2940, 3.1860, -0.6883], [1.0945, 4.1412, -1.7258], [2.0870, 2.1060, -0.9973], [-0.3128, 1.9388, 1.4631], [-1.1897, 0.9783, -0.2046], [-0.5780, 1.3802, 2.6388], [-1.3317, 0.1028, 2.8933], [-0.0212, 2.3770, 4.4023], [5.0396, 2.5158, 1.6418], [6.1776, 1.8925, 0.9726], [6.1961, 0.4223, 1.3253], [3.7710, 2.6383, 4.5253], [3.5265, 4.3793, 4.7435], [4.4383, 3.4397, 5.9476], [6.0612, 2.9530, 3.8806], [6.1857, 4.4694, 4.7646], [2.9974, 4.5406, 0.2652], [3.0148, 5.4126, 1.7924], [1.9355, 3.7997, 3.0103], [2.5225, 2.4359, 2.0897], [1.8758, 4.1950, -2.3737], [0.8391, 5.0738, -1.4305], [2.2090, 1.4953, -0.2539], [-2.3971, 0.2441, 2.6901], [-1.2114, -0.2213, 3.9248], [-0.9526, -0.6940, 2.2471], [6.0664, 2.0534, -0.0998], [7.0837, 2.3976, 1.3164], [5.1794, 0.0226, 1.2870], [6.8052, -0.1151, 0.5971], [6.5747, 0.2571, 2.3359], [4.1048, -1.5650, -2.0939], [5.0740, -1.6230, -3.1326], [5.9239, -2.6546, -2.8352], [5.5057, -3.2199, -1.6604], [4.3965, -2.5626, -1.2030], [3.2877, -0.8676, -2.0046], [5.1364, -0.9826, -3.9961], [6.7848, -3.0332, -3.3586], [5.9488, -3.9941, -1.2022], [3.9124, -2.8545, -0.2868], [-6.5363, -1.6893, -0.3472], [-5.7935, -2.4271, -1.3096], [-4.7259, -1.6489, -1.6783], [-4.8003, -0.4793, -0.9810], [-5.8962, -0.4918, -0.1661], [-7.4403, -2.0015, 0.1483], [-6.0224, -3.4112, -1.6866], [-3.9267, -1.8251, -2.3787], [-4.1404, 0.2736, -1.0587], [-6.1261, 0.3457, 0.4695], [0.5334, 2.3525, -6.5801], [0.8716, 1.0337, -6.1698], [0.9147, 1.0329, -4.8000], [0.6170, 2.2953, -4.3702], [0.3823, 3.1054, -5.4450], [0.4151, 2.7062, -7.5905], [1.0624, 0.1860, -6.8063], [1.1332, 0.2456, -4.0987], [0.5732, 2.5811, -3.4069], [0.1269, 4.1429, -5.3128], [-10.9983, -4.0717, 3.0529], [-10.2524, -4.7969, 2.0832], [-9.1879, -4.0164, 1.7213], [-9.2606, -2.8512, 2.4348], [-10.3605, -2.8763, 3.2480], [-11.8985, -4.3924, 3.5494], [-10.4732, -5.7777, 1.6972], [-8.3868, -4.1932, 1.0242], [-8.6058, -2.0939, 2.3725], [-10.5943, -2.0475, 3.8936], [-0.6846, -4.8081, -1.5940], [-1.1448, -5.6297, -0.5291], [-2.4493, -5.2873, -0.2857], [-2.7936, -4.2938, -1.1578], [-1.7266, -3.9968, -1.9593], [0.2954, -4.8134, -2.0411], [-0.5835, -6.3844, -0.0042], [-3.1567, -5.6650, 0.4324], [-3.6933, -3.8457, -1.1994], [-1.7930, -3.2393, -2.7219]],
  "mulliken_charge": [-0.965, -0.041, -0.373, 0.744, -0.819, -0.597, -0.715, -0.381, 0.176, -0.464, -0.245, -0.237, 0.068, 0.504, -1.465, 0.064, -0.250, -0.293, -1.135, 0.213, 0.199, 0.446, 0.103, 0.375, 0.148, 0.424, 0.401, 0.558, 0.280, 0.224, 0.244, 0.338, 0.424, 0.404, 0.366, 0.352, 0.242, 0.375, 0.318, 0.009, -0.592, -0.540, 0.038, -0.918, 0.591, 0.422, 0.398, 0.180, 0.410, 0.013, -0.665, -0.553, 0.067, -0.721, 0.342, 0.538, 0.430, 0.143, 0.391, -0.573, -0.538, -0.494, 0.126, -0.407, 0.387, 0.409, 0.465, 0.254, 0.373, -0.327, -0.600, -0.227, 0.034, -0.560, 0.388, 0.382, 0.361, 0.197, 0.365, -0.587, -0.560, -0.433, 0.181, -0.338, 0.445, 0.398, 0.373, 0.161, 0.352],
  "charge": 0,
  "orbital_gap_ev": 7.8,
  "e_lumo_ev": -0.3,
  "smiles": "CCOP(=O)(CCP(B(N)O)/C(I)=C(/C)I)OCC.c1cc[nH]c1.c1cc[nH]c1.c1cc[nH]c1.c1cc[nH]c1.c1cc[nH]c1"
}



# 4
{
  "formula": "C5H13NO2",
  "method": "ωB97M-V/def2-TZVPD",
  "species": ["C", "C", "C", "O", "C", "O", "C", "N", "H", "H", "H", "H", "H", "H", "H", "H", "H", "H", "H", "H", "H"],
  "coordinates": [[0.5939, -1.5411, 0.1435], [0.4812, -0.0925, -0.2955], [1.9209, 0.8393, 0.2211], [2.9581, -0.0686, 0.5540], [-0.6001, 0.7014, 0.3307], [-0.5862, 0.7684, 1.7091], [-2.0598, -0.0016, -0.3174], [-2.3782, 0.3488, -1.6641], [1.5155, -1.9845, -0.2292], [0.6098, -1.6391, 1.2285], [-0.2172, -2.1598, -0.2372], [0.4530, -0.0103, -1.3826], [2.2640, 1.4449, -0.6221], [1.8244, 1.5236, 1.0735], [3.0919, -0.4078, 1.4431], [-0.6233, 1.7265, -0.0520], [-0.2198, -0.0589, 2.0828], [-2.0734, -1.0864, -0.2122], [-2.8086, 0.4014, 0.3650], [-2.4082, 1.3514, -1.8026], [-1.7378, -0.0548, -2.3363]],
  "mulliken_charge": [-1.411, 0.290, -0.470, -0.559, -0.091, -0.546, -0.835, -0.536, 0.407, 0.240, 0.378, 0.327, 0.287, 0.298, 0.310, 0.322, 0.398, 0.348, 0.342, 0.257, 0.245],
  "charge": 0,
  "de_lowest_kj_mol": 267.54,
  "orbital_gap_ev": 8.9,
  "e_lumo_ev": 0.7,
  "smiles": "C[C@H](CO)[C@H](O)CN"
}



| no. | E (eV) |
| --- | --- |
| 1 | -97581.6743 |
| 2 | -98354.5228 |
| 3 | -83391.8665 |
| 4 | -10979.1061 |